Record 1
Molecular formula: C69H70Ge2N5S4W
Method: DFT, wB97M-V/def2-TZVPD

XYZ file:
```
151
Properties=species:S:1:pos:R:3:forces:R:3
W -0.693 -0.299 -2.400 0.1924 2.2512 -1.2073
C 0.471 -4.327 -8.007 -0.0268 -0.0817 0.0952
C 0.015 -3.288 -7.031 -0.1113 0.0676 -0.0697
C -1.292 -2.804 -7.044 0.2933 0.0315 0.0350
C -1.680 -1.837 -6.149 0.0296 -0.1655 0.1655
C -0.805 -1.287 -5.196 0.6632 -0.3538 -0.2956
N -1.270 -0.295 -4.346 -0.0800 -0.2128 0.2014
C -2.111 0.644 -4.921 -0.6398 0.3285 0.0940
C -1.846 1.084 -6.228 0.0254 0.1591 0.1386
C -2.654 1.979 -6.887 -0.1452 -0.0371 0.1252
C -3.782 2.498 -6.256 0.0738 -0.0806 -0.0436
C -4.682 3.473 -6.957 0.0734 0.0765 0.0647
C -4.022 2.132 -4.945 0.1034 -0.0514 0.0544
C -3.217 1.223 -4.253 0.7617 0.0253 -1.1363
N -3.528 0.917 -2.924 -0.7238 -0.0201 0.5460
C -4.674 1.263 -2.272 0.3259 -0.3043 0.1679
C -4.499 0.978 -0.940 -0.0950 0.1140 -0.3105
C -3.220 0.440 -0.845 -0.1080 0.0255 -0.3114
N -2.639 0.403 -2.042 -0.9198 0.1859 1.1104
C 0.514 -1.812 -5.162 -1.3086 -0.2308 -0.7139
C 0.882 -2.805 -6.073 -0.1406 0.1464 0.2122
N 1.486 -1.380 -4.256 1.1908 0.2212 0.2107
C 2.835 -1.446 -4.430 -0.4842 0.2432 0.4434
C 3.423 -1.088 -3.240 -0.0325 -0.0736 -0.1993
C 2.372 -0.819 -2.371 -0.3783 -0.2257 -0.2622
N 1.196 -0.991 -2.991 1.3167 -0.6057 0.2768
H -0.061 -4.221 -8.948 0.0213 -0.0515 -0.1488
H 0.285 -5.329 -7.622 -0.0085 -0.1396 -0.0311
H 1.538 -4.230 -8.185 0.0995 -0.0653 -0.1348
H -2.002 -3.193 -7.761 -0.0678 -0.0208 -0.0596
H -2.699 -1.476 -6.162 -0.0072 0.0259 0.0070
H -0.964 0.695 -6.716 -0.0136 -0.0181 -0.0283
H -2.417 2.280 -7.899 0.0398 0.0226 -0.0758
H -4.710 3.273 -8.026 -0.0412 -0.0005 -0.0866
H -4.324 4.494 -6.820 -0.0432 0.0756 -0.0191
H -5.697 3.416 -6.568 -0.0836 0.0404 -0.0084
H -4.866 2.588 -4.453 -0.0781 0.0394 0.1508
H -5.536 1.636 -2.785 -0.0117 0.1075 -0.1365
H -5.180 1.154 -0.135 -0.2086 -0.0030 0.0963
H -2.702 0.110 0.038 0.1258 -0.0452 -0.0460
H 1.877 -3.221 -6.017 0.0975 -0.0315 0.0163
H 3.287 -1.712 -5.362 -0.0693 -0.0632 -0.2410
H 4.470 -1.020 -3.031 0.1918 0.0313 0.0389
H 2.427 -0.489 -1.348 -0.2251 0.0726 0.1862
C -6.101 1.797 2.461 0.0814 -0.0155 0.0140
C -5.051 0.764 2.752 -0.0018 0.0118 0.0295
C -5.020 -0.434 2.054 -0.0149 0.0709 0.0065
C -4.034 -1.379 2.278 0.0327 -0.0021 0.0103
C -4.006 -2.647 1.480 -0.0042 -0.0348 0.0227
C -3.068 -1.131 3.257 -0.3119 0.1546 -0.0099
C -3.099 0.055 3.989 0.0487 -0.0457 0.0085
C -2.084 0.341 5.053 0.0444 0.0156 -0.0111
C -4.078 0.996 3.709 -0.0916 -0.0709 -0.0607
C -2.131 -2.225 3.599 -0.1051 -0.1537 0.2147
C -2.567 -3.120 4.573 0.0020 -0.0115 0.0229
C -1.810 -4.226 4.905 -0.0771 -0.0699 0.0653
C -0.612 -4.444 4.254 0.0341 -0.0317 -0.0193
C -0.154 -3.548 3.293 -0.0389 -0.1464 0.2166
C -0.909 -2.423 2.965 0.3173 0.6510 -0.5719
Ge -0.150 -1.072 1.672 0.3306 0.1456 -0.4289
S -1.443 -2.390 -1.237 0.0618 0.2269 -0.6414
S 2.003 -0.602 1.837 -0.2208 0.0123 0.1639
Ge 1.273 1.423 0.567 0.5780 -0.1927 1.0060
S 0.107 1.817 -2.123 -1.0111 -2.2544 -0.8028
S -0.893 1.028 1.613 0.1303 -0.3688 0.1880
C 2.125 2.920 1.734 -0.2725 -0.3260 -0.0792
C 1.480 4.161 1.772 0.1561 0.1136 0.1633
C 2.093 5.282 2.316 -0.0552 0.0402 -0.0351
C 3.387 5.203 2.796 0.0575 0.1496 0.0865
C 4.053 3.994 2.736 0.1069 -0.0032 -0.0414
C 3.436 2.859 2.213 -0.0507 0.2173 0.0623
C 4.243 1.617 2.197 0.2971 -0.1694 -0.0330
C 4.865 1.170 1.034 0.0397 0.0989 0.0600
C 4.678 1.879 -0.275 -0.0533 -0.0386 -0.0228
C 5.694 0.056 1.089 -0.0015 -0.1193 0.1385
C 5.929 -0.614 2.276 0.0628 -0.0122 -0.1178
C 6.886 -1.769 2.347 -0.0291 0.0829 0.0226
C 5.290 -0.166 3.424 -0.0178 0.0480 -0.0431
C 4.452 0.933 3.400 0.0860 -0.0204 0.0763
C 3.752 1.386 4.645 0.0362 -0.0462 -0.0089
C 0.144 4.305 1.148 -0.2667 0.1951 -0.0801
C -1.029 4.193 1.889 0.0453 0.0574 0.0337
C -1.009 3.995 3.377 0.0232 0.0001 -0.0604
C -2.252 4.274 1.238 0.0135 0.0167 -0.1714
C -2.330 4.484 -0.127 -0.0397 0.0864 0.0598
C -3.648 4.495 -0.844 0.0988 0.0276 -0.0324
C -1.153 4.670 -0.838 -0.0869 -0.0078 0.0707
C 0.081 4.584 -0.222 -0.0506 0.0956 0.0340
C 1.336 4.808 -1.009 -0.0195 -0.0621 -0.0349
C 1.139 -3.857 2.643 0.2483 -0.2528 -0.1584
C 1.170 -4.554 1.437 -0.0391 0.0678 0.1002
C -0.084 -5.048 0.775 -0.0045 0.0227 -0.0449
C 2.401 -4.860 0.866 0.0801 0.0633 -0.0167
C 3.590 -4.531 1.490 -0.0534 -0.0842 -0.0359
C 4.916 -4.879 0.880 -0.0686 0.0370 0.0299
C 3.537 -3.891 2.721 -0.1250 -0.0081 -0.0200
C 2.332 -3.543 3.303 0.1310 -0.0733 0.0081
C 2.304 -2.841 4.626 -0.0255 0.0230 -0.0125
H -6.961 1.358 1.956 -0.0489 0.0037 -0.0347
H -5.685 2.576 1.821 -0.0388 0.1276 -0.0806
H -6.443 2.273 3.378 -0.0606 0.0677 0.0476
H -5.785 -0.646 1.319 -0.1033 -0.0116 -0.1100
H -4.901 -2.739 0.868 -0.0508 -0.0089 -0.0591
H -3.928 -3.519 2.128 -0.0174 -0.0902 0.0171
H -3.142 -2.656 0.815 0.0155 -0.0579 -0.0727
H -1.478 -0.534 5.267 0.0737 -0.0189 0.0869
H -2.566 0.672 5.972 -0.0223 0.0270 0.0813
H -1.419 1.130 4.709 0.1450 0.0881 -0.0134
H -4.087 1.925 4.263 0.0001 0.1504 0.1024
H -3.518 -2.937 5.059 -0.0485 -0.0032 0.0078
H -2.161 -4.925 5.654 -0.0049 -0.0080 0.0362
H -0.013 -5.319 4.479 0.0266 -0.0121 0.0165
H 1.559 6.224 2.333 -0.0584 0.0738 -0.0006
H 3.879 6.081 3.196 0.0123 0.0065 0.0204
H 5.080 3.927 3.075 0.0379 -0.0504 0.0627
H 4.459 2.933 -0.115 -0.0059 0.0890 -0.0976
H 3.836 1.448 -0.820 -0.0650 0.0603 -0.0966
H 5.570 1.785 -0.893 0.0508 0.0243 -0.0615
H 6.168 -0.290 0.179 0.1007 -0.0220 -0.0978
H 7.228 -2.056 1.355 0.0323 -0.0699 -0.0634
H 6.418 -2.630 2.819 0.0187 -0.1256 0.0148
H 7.760 -1.498 2.942 0.0664 -0.0503 0.0144
H 5.452 -0.692 4.357 -0.0069 -0.0519 0.1318
H 3.955 0.706 5.471 0.0016 -0.0377 0.0688
H 2.679 1.412 4.463 -0.1548 0.0194 0.0367
H 4.067 2.391 4.925 -0.0480 0.0215 0.0805
H -0.012 3.738 3.723 -0.0057 -0.0668 0.1037
H -1.696 3.194 3.642 -0.0429 -0.0921 0.1122
H -1.332 4.908 3.881 0.0151 0.0200 0.0676
H -3.159 4.145 1.814 -0.1563 -0.0436 0.0736
H -4.475 4.427 -0.141 -0.1147 -0.0188 0.0146
H -3.698 3.643 -1.522 -0.0837 -0.0150 -0.0470
H -3.763 5.402 -1.438 -0.0555 0.0599 -0.0366
H -1.199 4.852 -1.903 0.0075 -0.0029 -0.1407
H 1.105 4.898 -2.067 0.0289 0.0066 -0.1011
H 2.020 3.971 -0.876 0.1173 -0.0059 -0.0662
H 1.843 5.715 -0.672 0.0813 0.0254 0.0082
H -0.966 -4.775 1.347 -0.0910 -0.0326 -0.0818
H -0.047 -6.135 0.687 -0.0530 -0.0393 -0.0006
H -0.190 -4.636 -0.228 -0.0416 0.0175 -0.0619
H 2.418 -5.376 -0.086 0.0290 -0.0891 -0.0967
H 4.787 -5.433 -0.047 0.0259 -0.0241 -0.0823
H 5.503 -5.488 1.567 0.1039 -0.0277 0.0096
H 5.477 -3.970 0.671 0.1301 0.0511 -0.0670
H 4.458 -3.651 3.232 0.1254 0.0778 0.0947
H 3.311 -2.745 5.025 0.0633 0.0341 0.0644
H 1.681 -3.378 5.342 0.0193 0.0252 0.0764
H 1.887 -1.844 4.493 -0.0275 0.1323 0.0550
C -0.112 -1.644 -0.282 -0.3073 -0.0004 0.0979
H 0.812 -2.213 -0.446 -0.0759 0.3433 0.0975
H 0.039 -0.607 -0.733 0.8808 0.0048 1.6782
```
Positions in Å, forces in eV/Å.

Properties
2S+1: 1
Gap between HOMO and LUMO (alpha / beta) (eV): 5.20 / 5.23
E_HOMO (alpha / beta) (eV): -3.139 / -3.064
Strongest force on any atom (eV/Å): 2.598
Net charge: -1



Record 2
Molecular formula: H12NaO6
Method: DFT, wB97M-V/def2-TZVPD

XYZ file:
```
19
Properties=species:S:1:pos:R:3:forces:R:3
Na -14.398 -11.358 12.465 -0.2167 0.5197 -0.0324
O -12.978 -13.080 12.736 0.5146 -0.3484 -0.3749
H -12.087 -13.369 12.486 -0.2040 0.0974 0.1104
H -13.446 -13.893 12.948 -0.0737 -0.1115 0.1974
O -15.601 -12.689 10.762 0.8853 -0.4460 0.9645
H -15.883 -12.170 10.034 -0.8804 0.8263 -1.0786
H -14.833 -13.137 10.395 0.0014 -0.4233 0.1052
O -12.678 -10.158 13.630 0.2922 -0.9939 0.7754
H -13.138 -10.067 14.474 -0.0438 0.5271 -0.0446
H -12.004 -10.825 13.887 -0.2965 0.5888 -0.5462
O -15.452 -9.112 11.945 1.9516 -0.2416 0.3373
H -16.231 -9.115 11.440 -2.0587 0.0066 -0.7798
H -14.821 -8.735 11.314 0.1742 0.0896 0.4921
O -15.314 -12.272 14.437 -0.1501 -0.1848 -0.4554
H -16.094 -12.787 14.682 0.1183 0.1753 0.0255
H -14.978 -11.879 15.240 -0.0368 0.0016 0.4541
O -12.917 -10.725 10.512 -0.3190 -0.4825 0.2144
H -12.796 -11.678 10.416 0.3797 0.0611 0.0107
H -13.546 -10.535 9.814 -0.0377 0.3386 -0.3752
```
Positions in Å, forces in eV/Å.

Properties
2S+1: 1
Gap between HOMO and LUMO (eV): 12.03
E_HOMO (eV): -15.513
Strongest force on any atom (eV/Å): 2.201
Net charge: +1



Record 3
Molecular formula: C2H12NO3
Method: DFT, wB97M-V/def2-TZVPD

XYZ file:
```
18
Properties=species:S:1:pos:R:3:forces:R:3
C 0.660 1.991 -0.065 1.7052 -1.0489 -3.7521
O -0.608 2.041 -0.705 0.1218 -0.0084 0.8011
C 0.895 0.794 0.828 -0.4006 1.6796 1.4651
N 0.295 -0.418 0.240 -1.3649 -0.6211 -0.5286
H 1.145 2.858 0.274 -0.5940 1.7234 1.6097
H 1.419 1.964 -0.954 -1.3698 -0.8996 0.9139
H -1.286 2.535 -0.222 0.3846 0.0538 0.1092
H 1.968 0.640 0.894 0.0578 -0.0789 0.1936
H 0.513 1.032 1.878 0.1960 -0.8735 -1.3705
H 0.967 -0.727 -0.545 -2.1769 0.5339 0.7886
H -0.827 -0.238 -0.028 3.8599 -0.7569 0.0445
H 0.378 -1.169 0.955 -0.5466 -0.0314 -0.3249
H -0.024 -3.227 3.156 0.7265 1.0680 -3.1942
H 0.934 -3.643 2.066 1.6986 -1.5724 -0.6380
O 0.284 -2.992 2.173 -2.3723 0.7758 3.6365
H -2.115 -1.013 -2.928 0.2850 -0.0680 0.2564
H -1.165 0.159 -2.905 0.1254 0.3287 -0.0588
O -1.340 -0.669 -2.456 -0.3357 -0.2038 0.0483
```
Positions in Å, forces in eV/Å.

Properties
2S+1: 1
Gap between HOMO and LUMO (eV): 11.88
E_HOMO (eV): -15.083
Strongest force on any atom (eV/Å): 4.411
Net charge: +1



Per-record electronic energy, eV: -238345.217 -16892.770 -9893.883